131
Properties=species:S:1:pos:R:3 method="wB97M-V/def2-TZVPD" e_tot_ev=-70375.8987 e_above_lowest_ev=0.000 lumo_energy_ev=0.2 smiles="COC[C@H](C)N.COC[C@H](C)N.COC[C@H](C)N.COC[C@H](C)N.COC[C@H](C)N.NC(N)=O.NC(N)=O.OCCO.OCCO.OCCO" orbital_gap_ev=9.07
C 8.34779 -35.94041 -2.84739
C 7.36574 -34.86683 -3.26218
C 7.99859 -33.46373 -3.26579
O 7.01267 -32.49765 -3.65240
C 7.53927 -31.20257 -3.85031
N 6.76341 -35.20558 -4.56931
H 8.82761 -35.63562 -1.91494
H 9.15780 -36.04330 -3.57753
H 7.93510 -36.94043 -2.73600
H 6.55474 -34.73733 -2.53934
H 8.87603 -33.42133 -3.92367
H 8.30699 -33.15831 -2.26044
H 8.05471 -30.79468 -2.97861
H 6.77287 -30.52282 -4.21514
H 8.26691 -31.27256 -4.66826
H 7.50971 -35.42866 -5.23040
H 6.49804 -34.29856 -4.96656
C 6.07486 -39.25114 -4.49789
C 4.59524 -39.36245 -4.15603
C 3.84396 -40.41406 -4.93320
O 3.85036 -40.07642 -6.32008
C 2.96707 -40.87808 -7.04428
N 4.46866 -39.53433 -2.69104
H 6.42962 -38.23797 -4.30529
H 6.23272 -39.39672 -5.56818
H 6.66575 -39.96814 -3.92706
H 4.10279 -38.41918 -4.41075
H 2.81589 -40.52238 -4.56616
H 4.32466 -41.40445 -4.93077
H 1.90096 -40.69188 -6.84502
H 2.99802 -41.93361 -6.73484
H 3.10375 -40.82123 -8.11924
H 3.48672 -39.81594 -2.59329
H 4.90727 -40.41914 -2.42147
C -3.11405 -33.30631 2.73005
C -1.60735 -33.48875 2.60344
C -1.25158 -33.88764 1.17243
O -0.10810 -34.72741 1.30078
C 0.49661 -34.96026 0.02982
N -0.96225 -32.17623 2.87531
H -3.72848 -34.17706 2.48849
H -3.50220 -32.55704 2.03343
H -3.42248 -32.98405 3.72831
H -1.21163 -34.21156 3.31697
H -1.12533 -33.08251 0.44117
H -2.08560 -34.43060 0.69802
H 1.52288 -35.32234 0.08036
H 0.65470 -33.96899 -0.41274
H -0.08862 -35.59339 -0.63785
H 0.03227 -32.35037 3.04122
H -1.20747 -32.01483 3.86088
C 7.62198 -28.33897 0.27805
C 7.03527 -29.61260 0.89533
C 6.70866 -30.66063 -0.14622
O 5.72405 -31.54716 0.36737
C 5.50244 -32.58291 -0.56562
N 7.82447 -30.13013 1.98812
H 6.85996 -27.91474 -0.38433
H 8.58162 -28.38907 -0.23028
H 7.59471 -27.61053 1.09373
H 6.09251 -29.20922 1.29777
H 7.60216 -31.23387 -0.42932
H 6.42433 -30.16851 -1.08263
H 6.40706 -33.15499 -0.79656
H 4.99049 -32.31308 -1.49045
H 4.84628 -33.31869 -0.09415
H 7.50858 -31.04775 2.28444
H 7.77005 -29.58141 2.83721
C 8.30788 -33.77139 -10.07969
C 7.91699 -32.68098 -9.09595
C 6.41018 -32.81755 -8.73499
O 6.16321 -31.76407 -7.83566
C 5.06494 -31.94522 -6.94907
N 8.77257 -32.77247 -7.90295
H 8.15432 -34.76379 -9.64970
H 9.31052 -33.59903 -10.46113
H 7.60337 -33.77666 -10.91764
H 7.99718 -31.67578 -9.51135
H 6.31373 -33.81548 -8.28448
H 5.77512 -32.72565 -9.61930
H 5.00264 -31.17608 -6.18422
H 5.24919 -32.91558 -6.48395
H 4.12604 -31.95310 -7.50285
H 8.32383 -32.18093 -7.19903
H 8.57715 -33.68955 -7.49052
C 5.16768 -37.90934 1.36397
C 5.32790 -37.41278 -0.10241
O 6.17183 -38.30218 -0.82071
O 4.90147 -39.29015 1.34246
H 4.35696 -37.34913 1.82317
H 6.14147 -37.73111 1.83067
H 5.71437 -36.39113 -0.14107
H 4.33623 -37.39392 -0.56547
H 5.62709 -38.63508 -1.56950
H 5.25425 -39.63869 0.51465
C 1.03881 -31.87103 -5.53544
C 0.45099 -33.21161 -5.88424
O -0.37791 -32.99226 -7.03952
O 2.02174 -31.36885 -6.43590
H 1.52158 -31.98693 -4.55995
H 0.20908 -31.18802 -5.34246
H -0.20357 -33.52262 -5.06531
H 1.20145 -33.99358 -6.02525
H -0.86865 -33.79519 -7.23939
H 1.75586 -30.51817 -6.79300
C -0.13480 -38.27535 -4.89255
C 0.71308 -37.03718 -4.72543
O 0.34755 -36.33834 -3.54842
O 0.27524 -39.38873 -4.10579
H -0.11167 -38.51827 -5.96426
H -1.17015 -38.06818 -4.60470
H 0.53276 -36.40689 -5.60608
H 1.78939 -37.24274 -4.74690
H 1.16516 -35.87746 -3.22293
H -0.39545 -40.07175 -4.13981
C 3.40888 -30.26520 -2.90016
O 2.73213 -31.25045 -2.61371
N 3.94608 -29.45664 -1.94390
N 3.48733 -29.77885 -4.17986
H 3.92580 -29.85537 -1.01872
H 4.41536 -28.60168 -2.16164
H 3.10993 -30.39211 -4.89371
H 4.04081 -28.98990 -4.44841
C 3.47895 -34.92725 -3.00226
O 2.41146 -35.15116 -2.38158
N 4.28492 -35.99904 -3.26149
N 3.88524 -33.77154 -3.51749
H 4.07295 -36.90967 -2.90405
H 5.11119 -35.85382 -3.85353
H 4.84969 -33.80598 -3.79904
H 3.48112 -32.89778 -3.17662

48
Properties=species:S:1:pos:R:3 method="wB97M-V/def2-TZVPD" e_tot_ev=-29555.5827 e_above_lowest_ev=0.000 lumo_energy_ev=0.7 smiles="CC[C@@H](C)[C@@H](NC(=O)[C@@H](Cc1c[nH]cn1)NC(C)=O)C(=O)NC" orbital_gap_ev=9.64
O -0.57020 -4.44588 2.10114
O 0.92231 -1.25473 -1.21646
O -0.68424 2.79874 -1.49407
N -2.96305 -0.14123 1.15586
C 0.02876 -4.46854 1.05641
C 0.15056 -1.00220 -0.27124
C 0.25571 2.02635 -1.47366
C -3.35293 1.06807 0.71610
C -3.22592 -0.19605 -1.09457
C -2.83655 -0.92300 -0.01257
N -3.46398 1.08718 -0.60787
N 0.96789 1.71999 -2.55657
N -0.01397 -3.46737 0.18864
N -0.07316 0.22715 0.21227
C 0.92449 -5.62938 0.67574
C 0.56632 2.23541 -3.87576
C 2.57431 1.03363 2.26867
C -2.14003 -2.25547 -0.09687
C 1.84745 3.49913 0.58017
C 1.25596 1.78202 2.31713
C -0.65783 -2.17220 0.35947
C 0.74232 1.37457 -0.18721
C 0.81233 2.41269 0.94240
H -3.49509 1.88440 1.40027
H -3.12953 -0.45366 -2.16488
H -3.53195 1.93720 -1.15242
H 1.71851 1.02311 -2.48620
H 0.50116 -3.55138 -0.68526
H -0.87121 0.40816 0.78982
H 0.52899 -6.14239 -0.19719
H 1.93428 -5.27007 0.40351
H 0.98655 -6.26443 1.58335
H -0.32635 1.74307 -4.26563
H 0.36483 3.30797 -3.82702
H 1.40807 2.13259 -4.60322
H 2.92287 0.83788 3.30793
H 2.42273 0.11262 1.71928
H 3.35429 1.60506 1.75073
H -2.68947 -2.93050 0.55041
H -2.19588 -2.58003 -1.12284
H 2.10840 4.07365 1.47174
H 1.47902 4.18932 -0.14928
H 2.74160 3.04849 0.14976
H 0.51677 1.08276 2.69897
H 1.35842 2.61459 3.03896
H -0.71831 -1.99069 1.42836
H 1.70898 0.95526 -0.38635
H -0.16423 2.91814 1.06008

18
Properties=species:S:1:pos:R:3 method="wB97M-V/def2-TZVPD" e_tot_ev=-27994.8647 e_above_lowest_ev=2.125 lumo_energy_ev=0.5 smiles="C[P@@H](=O)OP(C)(C)=O" orbital_gap_ev=10.28
C 2.09204 -1.68044 -0.39765
C -1.34126 1.96275 -0.63948
C -2.20483 -0.44540 0.81266
O 2.68269 1.08105 -0.37305
O -0.35086 -0.55492 -1.35096
O 0.27031 0.31578 0.92623
P 2.23785 -0.05298 0.40088
P -0.80185 0.26467 -0.21205
H 2.54745 -1.72469 -1.42316
H 2.74087 -2.34345 0.22803
H 1.00963 -1.91894 -0.36852
H -2.35344 2.20020 -0.36035
H -0.55989 2.51661 -0.08784
H -1.23985 2.30740 -1.66151
H -1.97092 -1.43955 0.88674
H -2.28264 0.02682 1.71941
H -3.05673 -0.40362 0.11875
H 2.58143 -0.11130 1.78185

65
Properties=species:S:1:pos:R:3 method="wB97M-V/def2-TZVPD" e_tot_ev=-67543.5225 e_above_lowest_ev=0.556 lumo_energy_ev=-3.1 total_charge=+1 orbital_gap_ev=7.66
Sn 0.50850 -1.42896 -0.24875
N -0.26721 -1.28417 2.27461
N -1.21377 -0.26789 2.52393
C -1.07670 0.99738 1.94058
O -1.87299 1.86212 2.23584
O -0.14266 1.04231 1.03174
H -0.72541 -2.17378 2.45299
H 0.54488 -1.21988 2.88620
H -1.67840 -0.27114 3.42097
N -0.02785 -0.52241 -4.79820
C 0.83628 -0.89616 -3.85371
N 0.17227 -1.15288 -2.74428
C -1.11833 -0.89644 -3.07918
N -1.28466 -0.50961 -4.32196
C -2.19465 -1.01508 -2.09970
C -3.52787 -0.98347 -2.48840
N -4.51545 -1.10363 -1.61454
C -4.16605 -1.26600 -0.34645
C -2.83919 -1.30199 0.05837
N -1.84348 -1.16558 -0.81591
H 0.15254 -0.26637 -5.75576
H 1.89984 -0.97804 -4.00289
H -3.78228 -0.86424 -3.53350
H -4.95987 -1.36975 0.38161
H -2.58303 -1.42254 1.09778
O 4.29745 0.53117 0.74289
C 3.53754 1.43302 0.60074
O 2.17329 1.22898 0.84753
C 3.77066 2.82416 0.18533
C 5.00937 3.39164 -0.08686
C 5.03482 4.72205 -0.46485
C 3.84894 5.45259 -0.56448
C 2.62069 4.87029 -0.28925
C 2.58885 3.53529 0.08906
P 1.15674 2.47692 0.55799
C 0.64713 3.40900 1.99962
C 1.28513 3.14008 3.20699
C 0.93284 3.85714 4.33904
C -0.04656 4.83735 4.26339
C -0.67364 5.10540 3.05620
C -0.33459 4.38739 1.92044
C 0.23780 2.52983 -0.99552
C 0.95305 2.52889 -2.19133
C 0.27682 2.51954 -3.40353
C -1.10962 2.55796 -3.42366
C -1.82385 2.58774 -2.23233
C -1.15780 2.55286 -1.01792
H 5.91364 2.80540 0.00354
H 5.97836 5.20349 -0.68185
H 3.89126 6.49264 -0.85976
H 1.71077 5.45242 -0.36814
H 2.06160 2.38612 3.26411
H 1.43049 3.65711 5.27824
H -0.32144 5.39353 5.14930
H -1.44209 5.86397 2.99959
H -0.83970 4.59002 0.98528
H 2.03593 2.53188 -2.18634
H 0.83634 2.51086 -4.32996
H -1.63626 2.57395 -4.36884
H -2.90487 2.62652 -2.24798
H -1.71611 2.53286 -0.08990
F -1.00988 -3.88485 -1.33721
C -0.24769 -3.59511 -0.22438
F -1.10461 -3.77042 0.86950
H 0.49421 -4.39569 -0.14049

11
Properties=species:S:1:pos:R:3 method="wB97M-V/def2-TZVPD" e_tot_ev=-7761.5158 e_above_lowest_ev=5.011 lumo_energy_ev="-0.2 / 0.0" orbital_gap_ev="7.81 / 7.13"
O -0.73101 -0.28007 -1.78652
C -0.28380 -0.03911 -0.54500
C 1.00763 0.64943 -0.50263
N 1.77754 0.60991 0.51371
C -0.20554 -0.64724 1.58864
C -1.05544 -0.36045 0.58260
H -1.64164 -0.60589 -1.72128
H 1.22122 1.21273 -1.42022
H 2.52259 1.29775 0.41950
H -0.46754 -1.36303 2.36610
H -2.14401 -0.47402 0.50510

15
Properties=species:S:1:pos:R:3 method="wB97M-V/def2-TZVPD" e_tot_ev=-21933.5830 e_above_lowest_ev=0.567 spin_multiplicity=2 lumo_energy_ev="-7.6 / -7.6" total_charge=+1 orbital_gap_ev="3.74 / 5.36"
O -0.94087 3.00535 -0.33070
C -0.99219 1.83711 0.14179
O -2.04194 1.42978 0.71908
O 0.07397 1.06832 0.01753
O 1.39533 -0.38021 1.09807
C 2.17402 -0.92424 0.09740
C 0.09681 -0.16781 0.70024
Mg -2.81168 3.27392 0.39386
H 2.84374 -1.69511 0.47717
H 2.28843 -0.30310 -0.79466
H -0.61472 -0.21802 1.52851
C -0.05886 -1.49799 -0.37880
O -0.39963 -2.56115 0.07095
H -0.78082 -1.75282 -2.10952
O -0.23158 -1.11405 -1.63092

54
Properties=species:S:1:pos:R:3 method="wB97M-V/def2-TZVPD" e_tot_ev=-328506.3279 spin_multiplicity=3 lumo_energy_ev="-0.1 / -1.9" orbital_gap_ev="6.50 / 5.24"
Au 0.53745 -0.59718 -1.69605
Se -0.01008 -2.36407 -3.32037
Se 0.56487 -4.34365 -2.35655
Te 2.90919 -4.18115 -1.41083
Se 3.31142 -1.83230 -1.27953
S 1.28786 1.59132 -0.70609
C 2.30329 1.58644 -2.04598
N 3.61507 1.40689 -2.00681
C 4.34666 1.44992 -3.30075
C 3.27177 1.22002 -4.38387
S 1.74755 1.93293 -3.67287
H 4.06893 1.07504 -1.19601
H 5.13350 0.69402 -3.35273
H 4.79345 2.41208 -3.38399
H 3.11584 0.16282 -4.57916
H 3.49878 1.82973 -5.27466
C -5.39737 1.56878 1.17007
C -4.37127 1.38745 0.07768
C -3.53480 2.40376 -0.33469
C -2.63136 2.20619 -1.38085
C -1.72875 3.29365 -1.85156
C -2.60233 0.92812 -2.03194
Se -1.36984 0.58880 -3.42142
C -3.40913 -0.12972 -1.56840
C -3.38024 -1.48551 -2.18207
C -4.32459 0.11582 -0.55032
H -5.41561 2.60870 1.50777
H -5.21397 0.89865 1.98784
H -6.40925 1.30142 0.83831
H -3.58259 3.37308 0.21610
H -1.80566 4.24139 -1.31986
H -1.92586 3.43684 -2.94433
H -0.69492 2.99560 -1.71571
H -2.56337 -2.08919 -1.79869
H -3.27819 -1.44457 -3.26796
H -4.30491 -2.03193 -1.89953
H -5.03414 -0.66472 -0.23453
C -0.19676 -0.00807 2.48402
S 1.24653 -0.83445 1.85498
O 0.74621 -1.94305 1.00998
C 1.93237 -1.53131 3.40134
C 1.63007 -2.81603 3.74830
C 2.18513 -3.34678 4.91718
C 3.01415 -2.54541 5.69529
C 3.30094 -1.26532 5.31738
C 2.76001 -0.71205 4.13701
H -0.91208 -0.75703 2.82979
H -0.57707 0.41418 1.51971
H 0.06830 0.76327 3.22641
H 0.92823 -3.30713 3.09875
H 1.90122 -4.35492 5.16770
H 3.45261 -2.89957 6.59923
H 3.99204 -0.65660 5.89485
H 3.01069 0.25481 3.76843

23
Properties=species:S:1:pos:R:3 method="wB97M-V/def2-TZVPD" e_tot_ev=-10450.1050 e_above_lowest_ev=0.456 lumo_energy_ev=-2.8 total_charge=+1 orbital_gap_ev=11.01
C -0.99026 1.75938 0.06733
N 0.14241 2.44324 0.66062
C -0.68144 0.25603 -0.10037
N 0.76291 0.10962 -0.43598
C 1.45006 -0.85416 0.48814
C 0.27283 -1.55266 1.15858
C -0.86820 -0.52817 1.19502
H -1.10387 2.20308 -0.92532
H -1.93458 1.95891 0.51727
H 0.24274 3.42226 0.42940
H 0.21306 2.43937 1.66788
H -1.26238 -0.07814 -0.95114
H 1.28541 0.98821 -0.37040
H 0.81503 -0.18411 -1.41551
H 2.02690 -0.33818 1.25027
H 2.05791 -1.59126 -0.01361
H -0.04853 -2.40576 0.58523
H 0.45303 -1.91988 2.16772
H -1.82998 -1.04617 1.25299
H -1.03632 0.05479 2.09729
H 0.79388 -1.72155 -3.29264
H -0.76789 -1.81103 -3.28368
O 0.00725 -1.60380 -2.74908

47
Properties=species:S:1:pos:R:3 method="wB97M-V/def2-TZVPD" e_tot_ev=-32884.6760 lumo_energy_ev=0.7 smiles="CC[C@H](C)NC(=O)CCSCCC(=O)N[C@@H](C)CC" orbital_gap_ev=9.28
C -2.98824 3.83584 0.56257
C -1.55823 3.67558 1.06574
H -1.51390 2.79813 1.71336
C -0.50872 3.49904 -0.04370
N -0.78988 2.32732 -0.84947
C -0.20826 1.13542 -0.64519
O 0.67969 0.95569 0.16936
C -0.71641 0.01851 -1.55207
C -2.22608 -0.19885 -1.47143
H -2.76918 0.50717 -2.10109
H -2.48279 -1.21058 -1.78427
S -2.93867 0.05267 0.19290
C -2.48557 -1.47184 1.07517
C -1.05080 -1.48123 1.59079
C -0.14469 -2.32837 0.70138
O -0.55603 -3.29464 0.08466
N 1.14047 -1.93424 0.69636
H 1.37975 -1.03112 1.07946
C 2.16953 -2.61625 -0.06976
C 3.06282 -1.58050 -0.74128
H 3.65922 -1.05914 0.00471
H 3.72952 -2.05425 -1.45550
H 2.45752 -0.84574 -1.26667
C 2.95116 -3.56101 0.85458
C 3.92266 -4.46044 0.10132
H 4.71357 -3.87975 -0.36612
H 4.38236 -5.16995 0.78529
H 3.39915 -5.01946 -0.67083
H 3.49230 -2.96870 1.59626
H 2.22609 -4.18247 1.38427
H 1.64946 -3.21896 -0.82466
H -0.65852 -0.46769 1.67459
H -1.02378 -1.93781 2.58381
H -2.64811 -2.31616 0.40269
H -3.20468 -1.52125 1.89189
H -0.19827 -0.89658 -1.26834
H -0.44128 0.25570 -2.58369
H -1.57505 2.39308 -1.47668
C -0.38808 4.71841 -0.95229
H -1.30662 4.87763 -1.51201
H -0.18379 5.60593 -0.36020
H 0.42540 4.57913 -1.66040
H 0.45840 3.30515 0.43386
H -1.27801 4.54677 1.66060
H -3.08245 4.68823 -0.10544
H -3.31883 2.93632 0.04873
H -3.65415 3.99527 1.40676

12
Properties=species:S:1:pos:R:3 method="wB97M-V/def2-TZVPD" e_tot_ev=-10171.7359 e_above_lowest_ev=1.102 lumo_energy_ev=0.8 orbital_gap_ev=9.49
C 2.01190 -0.08693 0.03715
C 0.05696 -0.63585 0.03047
C -2.10120 0.03956 0.03711
C -1.26993 1.17346 0.03312
H 3.06658 0.08097 0.14898
H -1.45437 -2.03951 -0.14439
H -3.16188 -0.11979 -0.08383
H -1.34575 2.18356 0.26349
N 1.26450 -1.22922 0.04109
N -1.26208 -1.05200 -0.04716
N 0.08452 0.73686 -0.03173
N 1.44291 1.10912 -0.10669

40
Properties=species:S:1:pos:R:3 method="wB97M-V/def2-TZVPD" e_tot_ev=-52936.1949 lumo_energy_ev=-0.8 orbital_gap_ev=7.29
C 1.94497 -0.20879 3.46777
C 2.61234 0.72173 2.45140
C 1.49518 1.38764 1.61491
N 0.24232 0.68902 2.05370
C -1.02704 1.04456 1.60403
S -1.26833 2.14343 0.27659
S -2.41641 0.41667 2.25964
C 0.42233 -0.03009 3.34789
H 2.20403 -1.23695 3.23458
H 2.29006 -0.01441 4.47785
H 3.20591 1.50650 2.93523
H 3.28308 0.17062 1.78445
H 1.37860 2.47194 1.85978
H 1.63931 1.31346 0.51110
H -0.07897 -1.02256 3.38397
H 0.05288 0.59821 4.18648
F -3.38867 -3.87637 -1.98753
C -2.62888 -2.93555 -1.30977
C -1.75006 -3.42682 -0.33527
C -0.91868 -2.46364 0.23872
F 0.06673 -2.88952 1.09914
C -0.97526 -1.13413 -0.12446
C -1.96950 -0.58786 -0.93984
C -1.88432 0.88100 -1.04157
C -2.88525 1.56624 -1.89265
C -2.54173 2.84222 -2.36974
C -3.24762 3.48574 -3.39304
F -2.86605 4.74701 -3.80675
C -4.28472 2.88800 -4.09954
C -4.68841 1.64798 -3.59204
F -5.61765 0.94478 -4.35408
C -4.10784 1.02380 -2.45716
C -2.69077 -1.58368 -1.70956
H -1.65688 -4.48433 -0.07699
H -0.26432 -0.48098 0.36815
H -0.71855 1.14553 -1.04989
H -1.71580 3.38127 -1.93074
H -4.73337 3.36215 -4.98854
H -4.62137 0.14910 -2.00803
H -3.26233 -1.33722 -2.61928

12
Properties=species:S:1:pos:R:3 method="wB97M-V/def2-TZVPD" e_tot_ev=-16107.3574 e_above_lowest_ev=0.920 lumo_energy_ev=4.2 total_charge=-1 orbital_gap_ev=6.87
C 2.63567 -0.49194 0.42243
S 1.71659 0.89408 -0.35210
H 2.09838 -1.43634 0.32189
H 2.78910 -0.28764 1.48961
H 3.63334 -0.59212 -0.00292
C -2.65539 0.74436 -0.55924
C -1.71597 0.09431 0.11376
O -0.86210 -0.77543 -0.45163
H -3.36364 1.41299 -0.08969
H -2.71715 0.65369 -1.63777
H -1.63872 0.20687 1.20113
H 0.07989 -0.42283 -0.45548